Entry 1:
Here is 16 unconnected molecules or ions with the total composition C50H87Cl30F2NO6P in a non-equilibrium geometry from OMol25. Energies are from ωB97M-V/def2-TZVPD.

Calculated values
E_HOMO: -0.38118 Ha
max |F|: 5.76 eV/Å
E: -16809.44104 Ha
total charge: +1
HOMO-LUMO gap: 5.8 eV

The geometry in XYZ format:
```
177
C50H87Cl30F2NO6P | OMol25 | ωB97M-V/def2-TZVPD
C 10.121 5.096 2.826
C 9.319 6.181 3.797
O 8.165 6.748 3.082
C 6.988 5.867 3.127
C 6.892 4.871 1.786
C 5.321 4.305 1.690
C 4.981 2.703 2.030
C 6.195 1.682 2.445
C 6.778 2.216 3.906
F 7.273 1.564 1.400
C 3.369 2.268 1.927
C 3.002 0.689 2.309
O 2.828 -0.178 1.134
C 3.375 0.421 -0.094
C 4.992 0.399 -0.466
C 5.656 1.068 -1.816
C 4.688 1.806 -2.921
C 3.064 1.816 -2.632
C 2.406 1.151 -1.245
C 2.192 3.377 1.501
P 0.348 2.887 1.417
O 0.068 1.353 1.163
O -0.559 3.750 0.157
O -0.373 3.390 2.952
C 2.736 4.930 1.198
C 1.684 6.163 0.785
C 1.327 6.159 -0.843
F 0.438 6.145 1.639
N 4.227 5.313 1.280
O 4.680 6.576 0.993
H 11.277 5.188 3.066
H 9.796 3.974 3.055
H 9.961 5.356 1.679
H 9.083 5.745 4.857
H 10.090 7.074 3.974
H 6.005 6.491 3.278
H 7.102 5.204 4.112
H 7.674 4.023 1.977
H 7.189 5.499 0.835
H 5.844 0.564 2.644
H 6.038 3.052 4.329
H 6.708 1.328 4.691
H 7.894 2.569 3.867
H 1.943 0.715 2.859
H 3.745 0.242 3.129
H 5.689 -0.144 0.320
H 6.826 1.062 -2.031
H 5.206 2.290 -3.868
H 2.369 2.320 -3.436
H 1.238 1.226 -1.165
H -1.527 3.496 0.215
H 0.247 4.059 3.401
H 2.160 7.237 0.985
H 1.830 5.262 -1.403
H 0.167 6.021 -0.931
H 1.609 7.218 -1.290
H 4.316 6.866 0.089
Cl -1.415 -3.937 -0.453
C -1.383 -2.190 -0.109
C -1.330 -1.901 1.383
Cl -2.848 -2.335 2.207
H -2.262 -1.735 -0.576
H -0.491 -1.787 -0.598
H -1.175 -0.830 1.549
H -0.512 -2.442 1.870
Cl 9.909 9.806 4.734
C 8.941 10.269 3.312
C 7.789 11.192 3.677
Cl 6.535 10.358 4.628
H 8.586 9.352 2.830
H 9.619 10.776 2.619
H 7.305 11.559 2.768
H 8.133 12.057 4.253
Cl 6.909 7.768 -1.496
C 5.941 8.230 -2.918
C 4.789 9.154 -2.553
Cl 3.535 8.320 -1.602
H 5.586 7.314 -3.400
H 6.619 8.738 -3.611
H 4.305 9.521 -3.462
H 5.133 10.019 -1.977
Cl -8.072 -0.472 0.247
C -7.073 -1.677 -0.604
C -5.596 -1.533 -0.274
Cl -4.898 -0.041 -0.953
H -7.259 -1.575 -1.677
H -7.430 -2.662 -0.289
H -5.036 -2.368 -0.705
H -5.422 -1.528 0.807
Cl 6.860 4.976 6.576
C 7.121 5.175 8.326
C 8.005 6.371 8.642
Cl 9.690 6.117 8.122
H 7.546 4.245 8.714
H 6.134 5.313 8.779
H 8.030 6.539 9.723
H 7.636 7.284 8.164
Cl -2.860 -9.713 -2.960
C -2.828 -7.966 -2.615
C -2.775 -7.677 -1.123
Cl -4.293 -8.111 -0.299
H -3.707 -7.512 -3.083
H -1.936 -7.563 -3.104
H -2.620 -6.606 -0.958
H -1.957 -8.218 -0.636
Cl 4.960 6.683 10.025
C 4.348 8.347 9.859
C 5.413 9.384 10.177
Cl 5.841 9.400 11.907
H 3.474 8.454 10.509
H 4.017 8.460 8.822
H 5.042 10.385 9.934
H 6.329 9.212 9.603
Cl -9.696 -5.202 -0.408
C -8.697 -6.407 -1.259
C -7.220 -6.263 -0.929
Cl -6.522 -4.771 -1.607
H -8.883 -6.305 -2.332
H -9.054 -7.392 -0.944
H -6.660 -7.098 -1.360
H -7.046 -6.258 0.152
Cl -11.640 -7.884 0.464
C -12.800 -7.377 -0.789
C -13.771 -8.489 -1.155
Cl -12.970 -9.824 -2.020
H -12.231 -7.036 -1.660
H -13.349 -6.522 -0.385
H -14.546 -8.100 -1.822
H -14.262 -8.903 -0.269
Cl -5.640 2.413 3.809
C -4.053 1.637 4.033
C -3.056 2.050 2.961
Cl -3.481 1.394 1.360
H -4.203 0.554 4.048
H -3.687 1.944 5.018
H -2.063 1.663 3.208
H -2.985 3.139 2.874
Cl -14.070 -8.843 -5.388
C -13.071 -10.048 -6.238
C -11.594 -9.904 -5.908
Cl -10.896 -8.412 -6.587
H -13.257 -9.946 -7.312
H -13.428 -11.033 -5.924
H -11.034 -10.739 -6.339
H -11.420 -9.899 -4.828
Cl -9.677 -12.843 -7.871
C -10.554 -12.940 -9.418
C -11.697 -11.939 -9.493
Cl -13.023 -12.348 -8.377
H -10.909 -13.967 -9.544
H -9.826 -12.733 -10.208
H -12.122 -11.935 -10.502
H -11.360 -10.924 -9.262
Cl 1.039 -5.061 -6.056
C -0.402 -6.106 -5.990
C -1.633 -5.357 -5.504
Cl -1.514 -4.913 -3.783
H -0.171 -6.962 -5.348
H -0.569 -6.477 -7.006
H -2.518 -5.991 -5.607
H -1.801 -4.441 -6.080
Cl 6.409 -1.697 -0.577
C 6.650 -3.202 0.344
C 5.398 -4.065 0.371
Cl 4.097 -3.332 1.343
H 6.977 -2.934 1.353
H 7.465 -3.745 -0.145
H 5.625 -5.034 0.826
H 5.010 -4.244 -0.636
Cl -3.794 -5.620 -7.714
C -5.328 -4.731 -7.887
C -5.142 -3.230 -7.729
Cl -4.728 -2.777 -6.057
H -6.036 -5.129 -7.154
H -5.711 -4.955 -8.887
H -6.074 -2.713 -7.975
H -4.357 -2.849 -8.389
```

Here are the Löwdin charges for atoms 1 to 8, given in e:
1 C -0.09
2 C -0.23
3 O -0.23
4 C -0.18
5 C -0.06
6 C 0.09
7 C 0.05
8 C -0.23

=====

Entry 2:
Here is a molecular structure, C36H50ClMnNO3P4 in a non-equilibrium geometry from OMol25. Energies are from ωB97M-V/def2-TZVPD.

Calculated values
E_HOMO (spin up / spin down): -0.48197 / -0.48416 Ha
max |F|: 2.87 eV/Å
E: -4658.44060 Ha
total charge: +2
2S+1: 4
HOMO-LUMO gap (spin up / spin down): 7.1 / 7.5 eV

The geometry in XYZ format:
```
96
C36H50ClMnNO3P4 | OMol25 | ωB97M-V/def2-TZVPD
P -2.401 -1.509 1.020
C -3.864 -0.824 1.807
C -5.139 -1.052 1.262
H -5.238 -1.597 0.321
C -6.268 -0.585 1.935
H -7.255 -0.772 1.513
C -6.127 0.111 3.140
H -7.013 0.473 3.663
C -4.857 0.347 3.677
H -4.744 0.887 4.617
C -3.720 -0.114 3.010
H -2.724 0.067 3.420
C -2.791 -1.954 -0.677
C -3.231 -0.948 -1.560
H -3.392 0.067 -1.188
C -3.467 -1.258 -2.900
H -3.769 -0.465 -3.586
C -3.335 -2.576 -3.345
H -3.538 -2.819 -4.389
C -2.953 -3.584 -2.458
H -2.872 -4.619 -2.795
C -2.666 -3.280 -1.128
H -2.372 -4.066 -0.427
C -1.887 -2.950 1.972
C -2.869 -3.812 2.498
H -3.924 -3.613 2.298
C -2.490 -4.905 3.276
H -3.257 -5.571 3.673
C -1.137 -5.139 3.548
H -0.845 -5.991 4.163
C -0.158 -4.280 3.037
H 0.900 -4.450 3.240
C -0.531 -3.186 2.253
H 0.226 -2.507 1.859
Mn 1.055 1.594 0.390
C 2.104 0.626 -1.075
C 1.521 -0.443 -1.637
H 3.037 1.025 -1.489
C 0.252 -0.919 -0.938
O 0.530 -2.288 -0.544
H -0.276 -2.693 -0.165
C -0.093 -0.011 0.199
H -0.599 -0.904 -1.656
C -1.099 -0.188 1.047
Cl -0.089 2.498 2.119
P 2.760 0.714 1.927
P -0.189 3.046 -1.135
C 3.389 1.816 3.231
H 2.576 2.476 3.557
H 4.198 2.436 2.826
H 3.764 1.215 4.068
C 2.133 -0.718 2.863
H 2.180 -1.614 2.232
H 1.091 -0.531 3.148
H 2.743 -0.862 3.763
C 4.271 0.069 1.135
H 4.696 0.842 0.483
H 4.012 -0.802 0.520
H 5.006 -0.219 1.898
C -0.001 4.852 -0.999
H 0.886 5.181 -1.554
H 0.106 5.129 0.056
H -0.894 5.332 -1.421
C 0.172 2.707 -2.889
H -0.115 1.674 -3.126
H 1.253 2.819 -3.052
H -0.383 3.403 -3.532
C -1.984 2.799 -0.983
H -2.240 2.724 0.080
H -2.272 1.870 -1.490
H -2.507 3.651 -1.435
P 2.140 -1.436 -3.031
C 3.319 -0.466 -3.956
C 0.708 -1.825 -4.045
H 4.152 -0.156 -3.312
H 2.838 0.426 -4.378
H 3.700 -1.095 -4.774
H -0.021 -2.418 -3.476
H 1.041 -2.399 -4.921
H 0.231 -0.895 -4.383
C 2.891 -2.937 -2.408
H 3.703 -2.683 -1.714
H 3.299 -3.508 -3.254
H 2.135 -3.527 -1.876
H -1.253 0.544 1.846
O 2.102 4.501 2.139
C 2.764 4.323 1.124
C 3.930 5.223 0.743
C 4.188 4.883 -0.695
C 3.345 3.637 -0.949
O 3.372 3.046 -2.034
N 2.577 3.327 0.158
H 3.664 6.272 0.909
H 4.794 4.978 1.379
H 3.858 5.687 -1.365
H 5.241 4.664 -0.896
```

Here are the Löwdin charges for atoms 1 to 8, given in e:
1 P 1.12
2 C -0.32
3 C -0.07
4 H 0.11
5 C -0.05
6 H 0.12
7 C -0.04
8 H 0.12

=====

Entry 3:
Here is a molecular structure, CHIS2 in a non-equilibrium geometry from OMol25. Energies are from ωB97M-V/def2-TZVPD.

Calculated values
E_HOMO (spin up / spin down): -0.30829 / -0.34060 Ha
max |F|: 1.80 eV/Å
E: -1132.64157 Ha
HOMO-LUMO gap (spin up / spin down): 6.5 / 7.8 eV

The geometry in XYZ format:
```
5
CHIS2 | OMol25 | ωB97M-V/def2-TZVPD
C 1.208 -0.678 -1.096
S 0.547 0.163 0.071
S -1.599 1.212 1.317
I 0.682 -1.796 -2.713
H -0.838 1.100 2.420
```

What are the Löwdin partial charges on each atom? They are as follows, in elementary charge units:
1 C -1.21
2 S 0.53
3 S 0.16
4 I 0.81
5 H -0.30

=====

Entry 4:
Here is a molecular structure, C9H24F2FeO3 in a non-equilibrium geometry from OMol25. Energies are from ωB97M-V/def2-TZVPD.

Calculated values
E_HOMO (spin up / spin down): -0.64334 / -0.64079 Ha
max |F|: 5.84 eV/Å
E: -2045.69890 Ha
total charge: +2
2S+1: 7
HOMO-LUMO gap (spin up / spin down): 9.6 / 5.7 eV

The geometry in XYZ format:
```
39
C9H24F2FeO3 | OMol25 | ωB97M-V/def2-TZVPD
Fe -1.360 0.674 -1.251
F 0.225 -0.240 -0.528
F -0.797 2.414 -0.501
C -3.227 1.066 2.578
C -2.316 0.242 1.704
C -2.267 -1.229 2.008
O -2.658 0.337 0.380
H -3.920 0.419 3.115
H -3.820 1.788 2.017
H -2.639 1.550 3.357
H -1.258 0.505 1.674
H -1.679 -1.663 1.200
H -3.170 -1.841 1.987
H -1.789 -1.388 2.975
H -3.457 -0.188 0.468
C 2.322 -1.641 3.948
C 2.076 -0.867 2.687
C 3.361 -0.625 1.851
O 1.175 -1.542 1.934
H 2.892 -2.534 3.693
H 1.452 -1.936 4.535
H 3.042 -1.100 4.561
H 1.553 0.072 2.866
H 4.052 0.129 2.230
H 3.164 -0.190 0.872
H 3.853 -1.592 1.755
H 1.208 -1.172 1.049
C -0.406 1.659 -5.253
C -0.010 0.590 -4.220
C 1.440 -0.044 -4.198
O -0.224 1.308 -3.017
H 0.078 2.633 -5.177
H -1.474 1.873 -5.215
H -0.319 1.317 -6.284
H -0.708 -0.238 -4.344
H 1.484 -0.569 -3.244
H 2.182 0.755 -4.181
H 1.472 -0.705 -5.064
H 0.467 1.972 -2.966
```

Here are the Löwdin charges for atoms 1 to 8, given in e:
1 Fe 1.40
2 F -0.41
3 F -0.34
4 C 0.01
5 C -0.52
6 C -0.04
7 O -0.11
8 H 0.10

=====

Question: Which of these has the lowest max |F|?
Answer: CHIS2

=====

Question: Which formula does entry 1 have?
Answer: C50H87Cl30F2NO6P

=====

Question: What is the max |F| in the third record?
Answer: 1.80 eV/Å

=====

What did the third record say?
Here is a molecular structure, CHIS2 in a non-equilibrium geometry from OMol25. Energies are from ωB97M-V/def2-TZVPD.

Calculated values
E_HOMO (spin up / spin down): -0.30829 / -0.34060 Ha
max |F|: 1.80 eV/Å
E: -1132.64157 Ha
HOMO-LUMO gap (spin up / spin down): 6.5 / 7.8 eV

The geometry in XYZ format:
```
5
CHIS2 | OMol25 | ωB97M-V/def2-TZVPD
C 1.208 -0.678 -1.096
S 0.547 0.163 0.071
S -1.599 1.212 1.317
I 0.682 -1.796 -2.713
H -0.838 1.100 2.420
```

What are the Löwdin partial charges on each atom? They are as follows, in elementary charge units:
1 C -1.21
2 S 0.53
3 S 0.16
4 I 0.81
5 H -0.30